[1]
{
  "formula": "C84H98F22N25O44S22",
  "method": "the ωB97M-V functional and the def2-TZVPD basis",
  "symbols": ["C", "N", "C", "C", "C", "C", "C", "C", "C", "C", "N", "C", "C", "C", "H", "H", "H", "H", "H", "H", "H", "H", "H", "H", "H", "H", "H", "H", "C", "N", "C", "C", "C", "C", "C", "C", "C", "C", "N", "C", "C", "C", "H", "H", "H", "H", "H", "H", "H", "H", "H", "H", "H", "H", "H", "H", "C", "N", "C", "C", "C", "C", "C", "C", "C", "C", "N", "C", "C", "C", "H", "H", "H", "H", "H", "H", "H", "H", "H", "H", "H", "H", "H", "H", "C", "N", "C", "C", "C", "C", "C", "C", "C", "C", "N", "C", "C", "C", "H", "H", "H", "H", "H", "H", "H", "H", "H", "H", "H", "H", "H", "H", "C", "N", "C", "C", "C", "C", "C", "C", "C", "C", "N", "C", "C", "C", "H", "H", "H", "H", "H", "H", "H", "H", "H", "H", "H", "H", "H", "H", "C", "N", "C", "C", "C", "C", "C", "C", "C", "C", "N", "C", "C", "C", "H", "H", "H", "H", "H", "H", "H", "H", "H", "H", "H", "H", "H", "H", "C", "N", "C", "C", "C", "C", "C", "C", "C", "C", "N", "C", "C", "C", "H", "H", "H", "H", "H", "H", "H", "H", "H", "H", "H", "H", "H", "H", "N", "S", "O", "O", "F", "S", "O", "O", "F", "N", "S", "O", "O", "F", "S", "O", "O", "F", "N", "S", "O", "O", "F", "S", "O", "O", "F", "N", "S", "O", "O", "F", "S", "O", "O", "F", "N", "S", "O", "O", "F", "S", "O", "O", "F", "N", "S", "O", "O", "F", "S", "O", "O", "F", "N", "S", "O", "O", "F", "S", "O", "O", "F", "N", "S", "O", "O", "F", "S", "O", "O", "F", "N", "S", "O", "O", "F", "S", "O", "O", "F", "N", "S", "O", "O", "F", "S", "O", "O", "F", "N", "S", "O", "O", "F", "S", "O", "O", "F"],
  "positions_angstrom": [[-3.269, 3.551, -1.775], [-2.104, 2.668, -1.374], [-1.889, 2.588, -0.041], [-0.875, 1.784, 0.459], [-0.143, 0.943, -0.386], [-0.504, 1.022, -1.750], [-1.415, 1.912, -2.228], [0.901, 0.025, 0.162], [0.547, -0.935, 1.117], [1.420, -1.964, 1.340], [2.672, -1.951, 0.879], [3.073, -1.040, 0.018], [2.157, -0.051, -0.454], [3.545, -3.059, 1.236], [-4.215, 3.219, -1.346], [-3.256, 3.692, -2.856], [-3.095, 4.537, -1.345], [-2.462, 3.182, 0.656], [-0.844, 1.753, 1.538], [-0.053, 0.398, -2.507], [-1.837, 1.931, -3.222], [-0.511, -0.949, 1.334], [1.151, -2.737, 2.044], [3.991, -1.188, -0.533], [2.434, 0.606, -1.265], [3.424, -3.853, 0.499], [3.161, -3.502, 2.155], [4.585, -2.732, 1.230], [-0.922, -6.586, -4.711], [0.382, -5.941, -4.602], [0.895, -5.253, -5.665], [2.161, -4.666, -5.563], [2.822, -4.678, -4.341], [2.236, -5.314, -3.198], [0.971, -5.808, -3.345], [4.077, -3.969, -4.194], [5.135, -4.215, -5.026], [6.264, -3.333, -4.930], [6.286, -2.266, -4.164], [5.247, -2.025, -3.324], [4.091, -2.834, -3.302], [7.528, -1.415, -4.200], [-1.624, -5.753, -4.745], [-1.146, -7.297, -3.916], [-0.866, -7.118, -5.661], [0.266, -5.377, -6.534], [2.432, -4.109, -6.447], [2.661, -5.270, -2.206], [0.482, -6.308, -2.522], [5.215, -5.069, -5.683], [7.129, -3.545, -5.542], [5.394, -1.220, -2.620], [3.251, -2.636, -2.652], [8.402, -2.050, -4.341], [7.598, -0.770, -3.324], [7.274, -0.638, -4.921], [4.821, -7.302, 0.143], [5.042, -6.732, 1.419], [6.247, -6.174, 1.674], [6.522, -5.571, 2.938], [5.478, -5.277, 3.816], [4.251, -5.918, 3.487], [4.049, -6.721, 2.335], [5.551, -4.333, 4.932], [5.589, -4.693, 6.308], [5.619, -3.744, 7.282], [5.808, -2.438, 6.848], [5.794, -2.023, 5.586], [5.569, -2.961, 4.591], [6.030, -1.345, 7.796], [5.135, -6.466, -0.482], [3.789, -7.584, -0.064], [5.604, -8.040, -0.029], [6.995, -6.313, 0.908], [7.541, -5.300, 3.169], [3.400, -5.710, 4.119], [3.136, -7.214, 2.035], [5.710, -5.741, 6.538], [5.602, -3.939, 8.344], [5.797, -0.964, 5.374], [5.524, -2.661, 3.555], [5.966, -1.745, 8.809], [5.213, -0.639, 7.648], [7.030, -0.971, 7.576], [-7.978, 5.770, -11.466], [-7.144, 4.837, -10.696], [-6.781, 3.614, -11.295], [-5.942, 2.746, -10.618], [-5.364, 3.134, -9.370], [-5.681, 4.390, -8.884], [-6.568, 5.238, -9.496], [-4.561, 2.205, -8.577], [-3.198, 2.247, -8.356], [-2.493, 1.323, -7.585], [-3.242, 0.404, -6.981], [-4.604, 0.365, -7.076], [-5.303, 1.254, -7.827], [-2.530, -0.725, -6.217], [-7.645, 5.820, -12.502], [-7.899, 6.733, -10.960], [-8.963, 5.310, -11.538], [-7.286, 3.469, -12.238], [-5.684, 1.788, -11.044], [-5.231, 4.718, -7.958], [-6.689, 6.236, -9.102], [-2.714, 3.013, -8.943], [-1.417, 1.307, -7.495], [-5.032, -0.478, -6.555], [-6.378, 1.295, -7.923], [-2.256, -1.516, -6.915], [-3.160, -1.185, -5.456], [-1.656, -0.371, -5.670], [-2.436, -2.760, 2.815], [-2.629, -3.139, 4.201], [-2.394, -2.257, 5.131], [-2.492, -2.553, 6.539], [-2.810, -3.807, 6.926], [-3.106, -4.734, 5.916], [-2.974, -4.354, 4.555], [-2.700, -4.163, 8.343], [-1.525, -3.938, 9.110], [-1.459, -4.445, 10.425], [-2.504, -5.114, 10.969], [-3.638, -5.314, 10.269], [-3.788, -4.724, 8.993], [-2.571, -5.512, 12.367], [-2.050, -3.651, 2.321], [-1.710, -1.958, 2.682], [-3.428, -2.544, 2.418], [-1.973, -1.334, 4.759], [-2.246, -1.748, 7.216], [-3.411, -5.754, 6.097], [-3.214, -5.074, 3.786], [-0.619, -3.533, 8.682], [-0.658, -4.315, 11.138], [-4.372, -5.864, 10.839], [-4.761, -4.934, 8.573], [-1.587, -5.777, 12.753], [-3.248, -6.365, 12.410], [-3.040, -4.666, 12.869], [-4.012, 9.539, -6.660], [-4.643, 8.611, -5.730], [-5.935, 8.239, -5.897], [-6.570, 7.446, -4.927], [-5.743, 6.875, -3.898], [-4.377, 7.168, -3.802], [-3.857, 8.135, -4.693], [-6.234, 5.813, -2.926], [-6.010, 5.958, -1.532], [-6.511, 5.003, -0.646], [-7.038, 3.904, -1.171], [-7.149, 3.656, -2.494], [-6.789, 4.624, -3.476], [-7.553, 2.855, -0.209], [-3.931, 8.992, -7.599], [-3.050, 9.829, -6.236], [-4.676, 10.391, -6.805], [-6.378, 8.813, -6.698], [-7.581, 7.077, -5.012], [-3.731, 6.774, -3.031], [-2.801, 8.361, -4.671], [-5.505, 6.839, -1.164], [-6.468, 5.099, 0.429], [-7.753, 2.806, -2.774], [-6.843, 4.482, -4.545], [-6.818, 2.053, -0.125], [-8.478, 2.393, -0.552], [-7.721, 3.230, 0.801], [2.944, 4.415, -1.012], [2.382, 4.282, 0.292], [1.521, 5.225, 0.800], [1.013, 5.039, 2.086], [1.356, 3.953, 2.919], [2.289, 3.087, 2.416], [2.765, 3.254, 1.108], [0.821, 3.620, 4.227], [1.691, 3.227, 5.297], [1.282, 2.931, 6.610], [-0.041, 2.836, 6.781], [-0.958, 3.191, 5.804], [-0.540, 3.630, 4.513], [-0.577, 2.484, 8.073], [4.020, 4.319, -0.871], [2.721, 5.409, -1.399], [2.498, 3.659, -1.658], [1.251, 6.069, 0.182], [0.405, 5.820, 2.518], [2.536, 2.131, 2.855], [3.542, 2.663, 0.646], [2.759, 3.205, 5.137], [1.908, 2.902, 7.490], [-1.996, 3.017, 6.046], [-1.404, 3.910, 3.929], [0.163, 2.414, 8.871], [-1.300, 1.669, 8.058], [-1.328, 3.224, 8.349], [-1.548, 8.376, 1.215], [-1.856, 7.669, 2.765], [-1.785, 6.196, 2.944], [-2.820, 8.355, 3.656], [-0.496, 8.137, 3.577], [-2.335, 7.319, 0.525], [-3.751, 7.195, 0.904], [-1.543, 6.165, 0.133], [-2.506, 8.060, -0.878], [7.572, 0.862, 5.408], [8.300, 2.024, 6.461], [7.374, 2.683, 7.378], [9.478, 2.763, 5.929], [9.050, 0.879, 7.361], [7.333, 1.907, 4.415], [8.299, 2.010, 3.360], [6.469, 3.095, 4.661], [6.191, 1.119, 3.638], [-4.828, 2.409, 1.125], [-4.519, 2.920, 2.491], [-3.107, 2.929, 2.909], [-5.589, 2.758, 3.519], [-4.750, 4.533, 2.279], [-4.494, 0.775, 1.633], [-5.690, 0.037, 2.092], [-3.184, 0.335, 2.149], [-4.292, 0.330, 0.098], [-1.755, 5.312, -3.817], [-1.706, 4.582, -5.042], [-1.496, 3.165, -5.093], [-1.289, 5.364, -6.182], [-3.300, 4.644, -5.235], [-0.172, 5.147, -3.328], [0.876, 5.042, -4.377], [0.071, 4.483, -2.053], [0.081, 6.687, -2.864], [-5.336, -1.160, -3.979], [-5.413, 0.158, -3.323], [-4.220, 1.004, -3.195], [-6.462, 0.350, -2.323], [-6.072, 0.835, -4.643], [-4.405, -1.827, -2.694], [-5.056, -1.858, -1.402], [-2.963, -1.548, -2.768], [-4.450, -3.366, -3.204], [4.638, 1.743, -1.210], [5.307, 2.082, -2.546], [5.814, 0.951, -3.369], [5.850, 3.406, -2.757], [3.920, 2.245, -3.275], [6.193, 1.376, -0.442], [7.274, 2.374, -0.490], [6.498, -0.031, -0.663], [5.699, 1.394, 1.058], [0.762, 0.225, -6.191], [1.548, 1.497, -5.572], [2.969, 1.506, -5.912], [0.992, 1.807, -4.260], [0.843, 2.571, -6.497], [1.461, -0.823, -5.445], [1.788, -0.727, -4.055], [2.390, -1.583, -6.223], [0.218, -1.883, -5.362], [0.814, -4.342, -0.587], [0.377, -5.445, 0.617], [-0.990, -6.040, 0.621], [1.149, -5.279, 1.842], [1.275, -6.726, 0.023], [-0.493, -3.750, -0.940], [-1.209, -3.071, 0.125], [-1.190, -4.372, -2.063], [0.101, -2.489, -1.686], [8.031, -3.864, 0.642], [8.113, -2.248, 1.175], [6.918, -1.787, 1.852], [8.975, -1.277, 0.507], [9.050, -2.478, 2.450], [7.451, -3.521, -0.667], [8.311, -3.188, -1.753], [6.068, -3.056, -0.714], [7.244, -5.099, -1.112], [0.478, -1.852, 4.277], [1.165, -3.198, 5.096], [0.833, -3.354, 6.540], [2.477, -3.657, 4.617], [0.287, -4.326, 4.383], [1.231, -0.855, 5.075], [2.625, -0.795, 4.904], [0.535, -0.438, 6.251], [0.788, 0.332, 4.054], [-0.619, -8.929, 4.601], [-0.378, -7.723, 3.945], [0.957, -7.133, 4.033], [-1.531, -6.880, 3.632], [-0.237, -8.404, 2.512], [-1.040, -8.169, 6.009], [-2.430, -7.744, 6.086], [-0.083, -7.372, 6.779], [-0.988, -9.483, 6.909]],
  "total_charge": 3,
  "total_energy_ha": -18894.6278
}


[2]
{
  "formula": "C14H33AsN2RuS6",
  "method": "the ωB97M-V functional and the def2-TZVPD basis",
  "symbols": ["Ru", "C", "C", "S", "C", "C", "S", "C", "C", "S", "C", "C", "S", "H", "H", "H", "H", "H", "H", "H", "H", "H", "H", "H", "H", "H", "H", "H", "H", "C", "As", "C", "C", "S", "H", "H", "H", "H", "H", "H", "H", "H", "H", "C", "N", "C", "S", "N", "C", "H", "H", "H", "H", "H", "H", "H", "H"],
  "positions_angstrom": [[-0.054, 0.433, -0.049], [2.553, -1.053, 1.339], [2.129, -0.186, 2.515], [0.455, 0.556, 2.294], [0.768, 2.339, 2.566], [1.453, 3.038, 1.403], [0.338, 2.903, -0.026], [1.360, 3.078, -1.518], [0.602, 2.412, -2.655], [0.300, 0.623, -2.416], [1.953, -0.118, -2.766], [2.444, -1.021, -1.644], [2.272, -0.033, -0.133], [1.973, -1.972, 1.264], [3.614, -1.298, 1.405], [2.830, 0.633, 2.676], [2.087, -0.779, 3.428], [1.345, 2.424, 3.489], [-0.220, 2.759, 2.762], [2.424, 2.606, 1.158], [1.591, 4.094, 1.640], [2.344, 2.640, -1.347], [1.484, 4.140, -1.733], [1.122, 2.523, -3.609], [-0.395, 2.839, -2.779], [2.647, 0.703, -2.949], [1.848, -0.684, -3.691], [3.496, -1.274, -1.786], [1.855, -1.931, -1.550], [-4.591, -1.026, 1.818], [-4.362, -0.185, 0.120], [-5.489, 1.343, -0.064], [-4.603, -1.407, -1.327], [-2.324, 0.692, 0.025], [-5.621, -1.385, 1.867], [-4.421, -0.293, 2.604], [-3.903, -1.863, 1.910], [-6.522, 0.993, -0.010], [-5.306, 1.814, -1.028], [-5.290, 2.036, 0.752], [-5.642, -1.742, -1.301], [-3.941, -2.261, -1.203], [-4.409, -0.894, -2.267], [-0.448, -6.754, 1.595], [-0.774, -5.357, 1.232], [-0.641, -4.753, 0.067], [-0.813, -2.987, 0.094], [-0.397, -5.329, -1.091], [-0.508, -6.763, -1.452], [-0.454, -6.810, 2.679], [0.545, -7.013, 1.240], [-1.192, -7.444, 1.204], [-1.169, -4.793, 1.971], [-0.215, -4.701, -1.858], [0.276, -7.351, -0.986], [-0.394, -6.826, -2.530], [-1.491, -7.142, -1.182]],
  "total_charge": 4,
  "spin_multiplicity": 5,
  "e_above_lowest_kj_mol": 0.0
}


[3]
{
  "formula": "C7H15BrS",
  "method": "the ωB97M-V functional and the def2-TZVPD basis",
  "symbols": ["C", "C", "C", "C", "C", "C", "C", "S", "Br", "H", "H", "H", "H", "H", "H", "H", "H", "H", "H", "H", "H", "H", "H", "H"],
  "positions_angstrom": [[-0.193, -2.286, -1.702], [-1.660, -0.856, 0.988], [0.931, 1.186, -1.263], [0.395, -1.931, -0.297], [-0.194, -0.568, 0.350], [-0.273, 0.560, -0.637], [0.106, 2.766, 1.810], [1.458, 1.822, 2.355], [0.594, 4.320, 0.686], [0.476, -2.058, -2.486], [-1.112, -1.745, -1.749], [-0.510, -3.322, -1.752], [-2.077, 0.060, 1.427], [-1.514, -1.420, 1.883], [-2.400, -1.327, 0.362], [0.903, 2.188, -1.106], [1.025, 1.214, -2.373], [1.788, 0.711, -0.850], [0.075, -2.762, 0.436], [1.450, -1.900, -0.354], [0.419, -0.342, 1.184], [-1.300, 0.817, -1.018], [-0.483, 2.090, 1.157], [2.096, 2.783, 2.950]],
  "e_above_lowest_kj_mol": 294.6
}


[4]
{
  "formula": "C20H45N2OP3SV",
  "method": "the ωB97M-V functional and the def2-TZVPD basis",
  "symbols": ["V", "P", "P", "P", "H", "C", "C", "H", "C", "C", "C", "C", "C", "C", "C", "C", "C", "H", "H", "H", "H", "H", "H", "H", "H", "H", "H", "H", "H", "H", "H", "H", "H", "H", "H", "H", "H", "H", "H", "H", "H", "H", "H", "H", "H", "H", "C", "C", "C", "C", "C", "C", "O", "H", "H", "H", "H", "H", "H", "C", "N", "C", "S", "N", "C", "H", "H", "H", "H", "H", "H", "H", "H"],
  "positions_angstrom": [[-0.203, -0.073, 0.186], [-2.137, -0.393, 1.746], [-1.065, -1.608, -1.476], [0.658, 1.847, 1.370], [2.967, 3.694, -8.050], [3.789, 4.045, -7.410], [4.925, 3.341, -7.278], [5.075, 2.385, -7.801], [-3.422, 0.781, 1.340], [-3.072, -2.001, 1.754], [-1.935, -0.001, 3.570], [0.114, -1.755, -2.860], [-1.470, -3.360, -1.172], [-2.565, -0.922, -2.248], [2.191, 2.496, 0.622], [1.086, 1.864, 3.141], [-0.506, 3.237, 1.191], [3.662, 5.026, -6.931], [5.771, 3.716, -6.683], [-4.308, 0.631, 1.958], [-3.744, 0.692, 0.307], [-3.129, 1.818, 1.466], [-3.865, -1.925, 2.502], [-2.454, -2.880, 2.000], [-3.559, -2.142, 0.776], [-2.651, 0.788, 3.915], [-0.930, 0.377, 3.770], [-2.075, -0.893, 4.192], [-0.213, -2.561, -3.524], [1.109, -1.977, -2.448], [0.167, -0.802, -3.403], [-2.355, -3.618, -1.770], [-1.664, -3.553, -0.111], [-0.609, -3.963, -1.489], [-2.748, -1.492, -3.169], [-2.384, 0.137, -2.478], [-3.412, -1.000, -1.551], [2.657, 3.223, 1.293], [1.953, 2.959, -0.346], [2.868, 1.649, 0.443], [1.845, 2.645, 3.278], [1.520, 0.898, 3.435], [0.202, 2.096, 3.748], [0.061, 4.163, 1.357], [-1.323, 3.134, 1.919], [-0.918, 3.222, 0.173], [1.694, 0.997, -2.085], [0.573, 1.764, -2.596], [0.811, 2.659, -3.625], [2.113, 2.824, -4.114], [3.215, 2.121, -3.604], [3.027, 1.213, -2.593], [1.612, 0.097, -1.182], [-1.255, 0.880, -0.390], [-0.439, 1.641, -2.178], [-0.040, 3.214, -4.035], [2.278, 3.524, -4.931], [4.226, 2.269, -3.993], [3.812, 0.629, -2.110], [-1.372, -4.841, 3.804], [-0.591, -3.901, 2.968], [-0.055, -2.687, 3.186], [0.455, -1.814, 1.676], [0.123, -2.071, 4.369], [0.087, -2.764, 5.671], [-2.003, -4.391, 4.565], [-0.746, -5.582, 4.281], [-2.044, -5.420, 3.184], [-0.315, -4.291, 2.044], [0.658, -1.206, 4.327], [0.759, -2.293, 6.371], [-0.869, -2.744, 6.144], [0.382, -3.775, 5.590]],
  "total_charge": 3,
  "total_energy_ha": -3339.0334,
  "spin_multiplicity": 3
}


What did we get for M? Answer: 3285.27, 597.83, 211.17, 505.53 g/mol, in the order shown.